Entry 1:
ORCA calculation (ωB97M-V/def2-TZVPD) on a cluster of 2 separate species, C10H10N2O2 in total in a non-equilibrium geometry.

Each line ends with the natural charge from an NBO analysis.
Cartesian coordinates (Å):
C: -0.3486 -2.9104 2.0278  -0.194
C: -1.3571 -2.5163 1.0438  -0.219
C: -0.9921 -1.3921 0.3576  -0.216
C: 0.2311 -0.6513 0.5756  -0.173
C: 1.1133 -1.1541 1.5368  -0.186
C: 0.8031 -2.2947 2.1923  -0.241
C: 1.0784 1.4814 -0.3438  0.590
C: -0.3461 1.5867 0.1645  -0.324
C: -1.1213 2.1917 -0.7724  0.011
C: 0.3439 2.0970 -2.6881  0.793
H: -0.5484 -3.8455 2.6196  0.205
H: -2.3320 -2.9114 0.9511  0.216
H: -1.6739 -0.9574 -0.2958  0.190
H: 0.4312 0.1610 -0.0462  0.195
H: 2.0698 -0.7219 1.6092  0.235
H: 1.6744 -2.9355 2.6315  0.216
H: 2.0303 1.2232 -2.0673  0.426
H: -0.4863 1.3721 1.1919  0.276
H: -2.1604 2.3391 -0.6695  0.212
H: -1.5704 2.6900 -2.7950  0.431
N: 1.1978 1.5356 -1.6662  -0.637
N: -0.8178 2.4118 -2.1034  -0.603
O: 2.0324 1.0858 0.3644  -0.617
O: 0.7485 2.1151 -3.8186  -0.585

Atomic forces in eV per Å
C -5.08 -3.37 -0.74
C 3.16 1.04 2.30
C 1.69 1.07 0.74
C -1.72 -5.37 1.52
C -0.52 1.70 -2.44
C 3.96 -1.99 1.40
C 1.86 0.15 3.07
C 1.28 4.38 -2.98
C -0.60 -1.30 1.05
C 2.26 -1.83 2.10
H 0.23 0.93 -0.71
H -0.63 -0.78 -0.04
H -1.17 0.62 -1.42
H -0.40 -2.73 0.00
H 0.92 0.50 0.27
H -1.72 1.64 -0.01
H 1.77 -0.45 -0.36
H -0.66 0.33 0.49
H -1.02 0.31 0.76
H 1.18 -0.36 1.59
N -1.09 1.40 -2.41
N -1.85 1.23 -2.42
O -1.00 2.33 -1.41
O -0.86 0.56 -0.34

Values from the calculation:
Gap between HOMO and LUMO ... 9.11 eV
E_tot ... -17604.3483 eV
Structure (SMILES) ... O=c1cc[nH]c(=O)[nH]1.c1ccccc1
HOMO ... -8.75 eV
Energy relative to the best compared isomer or geometry (same formula, charge and spin) ... 404.6 kJ/mol
Largest force on an atom ... 6.14 eV/A

Entry 2:
ORCA calculation (ωB97M-V/def2-TZVPD) on the ion C10H10N3S2 with charge -1 in a non-equilibrium geometry.

Each line ends with the natural charge from an NBO analysis.
Cartesian coordinates (Å):
C: -2.9533 -2.3840 -0.4466  -0.237
C: -2.9619 -1.4943 -1.5073  -0.217
C: -2.1001 -2.1585 0.6199  -0.228
C: -2.1173 -0.4000 -1.4981  -0.204
C: -1.2636 -1.0562 0.6298  -0.156
C: -1.2540 -0.1598 -0.4320  -0.015
C: 3.4580 0.6883 1.5478  0.138
C: 1.8550 -0.1088 -0.0606  -0.570
C: 0.9446 0.9937 0.3301  -0.149
C: -0.3857 1.0614 -0.4658  -0.422
N: 3.4517 1.9227 1.3375  -0.424
N: 1.5306 2.2957 0.0872  -0.203
N: 2.7052 2.5957 0.4408  0.010
S: 3.3896 3.9970 -0.0932  -0.187
S: 4.0424 -0.4281 2.5281  -0.182
H: -3.6120 -3.2419 -0.4483  0.201
H: -3.6274 -1.6563 -2.3439  0.201
H: -2.0876 -2.8499 1.4513  0.204
H: -2.1229 0.2914 -2.3314  0.204
H: -0.6093 -0.8957 1.4722  0.206
H: 2.3376 -0.0487 -1.0191  0.192
H: 1.7388 -1.0783 0.3805  0.203
H: 0.7164 0.9067 1.4074  0.203
H: -0.1249 1.2900 -1.5017  0.216
H: -0.9500 1.9183 -0.0846  0.217

Atomic forces in eV per Å
C -0.09 -0.08 0.03
C -0.08 -0.04 -0.06
C -0.09 -0.12 0.08
C 0.04 0.05 0.00
C 0.04 0.08 0.01
C -0.03 -0.03 -0.08
C -2.24 -1.07 -2.49
C 1.84 1.06 1.83
C -0.47 -0.60 0.12
C 0.35 0.21 0.26
N 0.73 0.37 0.95
N 0.46 0.66 -0.36
N -1.56 -0.92 -0.10
S 0.69 1.28 -0.51
S 0.43 -0.60 0.69
H -0.01 -0.06 0.00
H -0.04 -0.01 -0.07
H 0.02 -0.03 0.07
H 0.02 0.02 -0.05
H 0.11 0.00 0.09
H -0.04 -0.02 -0.38
H -0.03 -0.25 0.13
H -0.01 -0.01 -0.10
H -0.02 0.03 0.03
H -0.04 0.08 -0.06

Values from the calculation:
Gap between HOMO and LUMO (spin up / spin down) ... 6.39 / 6.39 eV
E_tot ... -36669.9045 eV
HOMO (spin up / spin down) ... -3.42 / -3.43 eV
Energy relative to the best compared isomer or geometry (same formula, charge and spin) ... 352.5 kJ/mol
Largest force on an atom ... 3.52 eV/A
Charge ... -1